#w
ORCA calculation (ωB97M-V/def2-TZVPD) on one molecule with the formula C6H11NS.

```
! wB97M-V def2-TZVPD RIJCOSX def2/J DEFGRID3
* xyz 0 1
N 2.4085 -1.2971 -0.2032
C 1.2730 -1.0952 0.6357
C -0.0630 -1.0797 -0.0930
C -1.5962 -0.8379 0.0990
C -1.6164 0.7915 -0.2345
C -0.1265 1.2815 -0.2575
S -0.0566 3.0796 0.1170
C 0.4450 0.1518 0.6243
H 2.2261 -0.9994 -1.0845
H 2.6535 -2.3109 -0.2129
H 1.3849 -1.5250 1.6020
H 0.1079 -0.8782 -1.1869
H -2.2577 -1.3632 -0.6419
H -1.9691 -0.9755 1.1198
H -2.0705 1.0040 -1.2099
H -2.2585 1.3234 0.5528
H 0.2056 1.2414 -1.2580
H 1.2698 3.1275 0.0298
H 0.0400 0.3615 1.6020
*
```

For the HOMO energy, the calculation gives -8.699 eV. Its SMILES is N[C@@H]1[C@H]2CC[C@@H](S)[C@H]12.


#x
ORCA calculation (ωB97M-V/def2-TZVPD) on one molecule with the formula C6H11NS.

```
! wB97M-V def2-TZVPD RIJCOSX def2/J DEFGRID3
* xyz 0 1
C -0.3305 2.0267 -0.4593
C 0.1390 0.6707 0.0214
C 1.4677 0.1488 -0.5026
N 1.4802 -1.3125 -0.3002
C 0.0836 -1.7170 -0.3571
C -0.7609 -0.5408 0.1001
S -2.4690 -0.4778 -0.3771
C -0.2653 0.1491 1.3470
H -0.3269 2.0683 -1.5415
H -1.3884 2.2083 -0.1398
H 0.3600 2.7740 -0.1113
H 1.4820 0.3794 -1.5673
H 2.2965 0.6033 -0.0585
H 1.8327 -1.4984 0.5933
H -0.1699 -1.9498 -1.3710
H -0.0252 -2.6166 0.2019
H -2.9331 -1.2898 0.5405
H -0.9272 0.7306 1.9621
H 0.4548 -0.3566 2.0194
*
```

For the HOMO energy, the calculation gives -8.943 eV. Its SMILES is C[C@]12CNC[C@@]1(S)C2.


Which structure loses on stability? #w does.


#w
ORCA calculation (ωB97M-V/def2-TZVPD) on a 2-piece molecular cluster, C10H16 overall.

```
! wB97M-V def2-TZVPD RIJCOSX def2/J DEFGRID3
* xyz 0 1
C -2.8955 -0.9609 -0.4266
C -1.6926 -0.0299 -0.2725
C -0.4745 -0.5704 0.4219
C -0.1241 -0.2218 1.6938
C 0.7845 -1.0564 2.4217
C 1.3246 -2.1591 1.8546
C 1.1643 -2.3083 0.4455
C 0.3279 -1.5021 -0.2868
H -3.1385 -1.4130 0.5359
H -2.5665 -1.5834 -1.2591
H -3.8592 -0.4986 -0.6501
H -1.2693 0.4417 -1.1864
H -1.9021 0.9824 0.1268
H -0.6573 0.5034 2.2986
H 0.8330 -0.8042 3.4689
H 1.8481 -2.9704 2.3410
H 1.8241 -3.0165 -0.0502
H 0.0781 -1.6569 -1.3273
C 0.9574 3.0331 -2.8163
C 1.0783 3.8662 -1.5406
H 1.2737 3.4429 -3.7744
H 1.5554 2.1414 -2.6143
H -0.0976 2.8295 -3.0518
H 0.2230 3.7043 -0.8790
H 1.2292 4.9268 -1.6628
H 1.8852 3.4612 -0.9138
*
```

For the HOMO energy, the calculation gives -9.018 eV. Its SMILES is CCc1ccccc1.CC.


#x
ORCA calculation (ωB97M-V/def2-TZVPD) on a 2-piece molecular cluster, C10H16 overall.

```
! wB97M-V def2-TZVPD RIJCOSX def2/J DEFGRID3
* xyz 0 1
C 0.7005 -0.8018 2.2619
C 1.0663 0.3857 1.3463
C -0.1713 1.1582 0.9548
C -0.7599 2.0364 1.8641
C -1.9927 2.6055 1.6129
C -2.6302 2.3928 0.3924
C -2.0160 1.5867 -0.5462
C -0.8071 0.9735 -0.2716
H 0.8634 -0.5404 3.3104
H 1.3287 -1.6789 2.1230
H -0.3541 -1.0785 2.1683
H 1.6703 1.0773 1.9353
H 1.6399 0.0966 0.4742
H -0.2440 2.2586 2.7858
H -2.4463 3.2108 2.3873
H -3.5784 2.8785 0.2243
H -2.4743 1.4549 -1.5155
H -0.3437 0.2641 -0.9596
C 1.9057 -1.7665 -2.5677
C 0.7538 -2.7839 -2.5257
H 1.8888 -1.0704 -1.7340
H 2.8334 -2.2983 -2.7528
H 1.7420 -1.1484 -3.4638
H 1.0300 -3.7091 -1.9945
H 0.5035 -3.0695 -3.5505
H -0.1081 -2.4340 -1.9593
*
```

For the HOMO energy, the calculation gives -9.031 eV. Its SMILES is CCc1ccccc1.CC.


#y
ORCA calculation (ωB97M-V/def2-TZVPD) on a 2-piece molecular cluster, C10H16 overall.

```
! wB97M-V def2-TZVPD RIJCOSX def2/J DEFGRID3
* xyz 0 1
C -1.9092 -3.0477 -0.8401
C -1.7870 -1.5268 -0.9776
C -0.4682 -1.1101 -0.3682
C 0.7276 -1.3963 -1.0326
C 2.0130 -1.0200 -0.5965
C 2.0443 -0.5166 0.6814
C 0.9053 0.0666 1.2302
C -0.3576 -0.2540 0.7401
H -2.6746 -3.3747 -1.5625
H -1.9715 -3.4084 0.1940
H -1.0623 -3.5370 -1.3256
H -1.7288 -1.4395 -2.0913
H -2.6058 -0.9351 -0.5519
H 0.5049 -1.8678 -2.0024
H 2.8429 -1.3575 -1.2079
H 2.9761 -0.3308 1.2189
H 0.8259 0.2889 2.2981
H -1.2661 0.1343 1.1778
C -0.1026 3.0546 1.2392
C 0.8023 3.0463 -0.0490
H -0.7423 3.8805 0.9450
H -0.5427 2.1241 1.6015
H 0.4566 3.1123 2.1933
H 0.2225 3.6027 -0.7830
H 1.2560 2.0956 -0.3324
H 1.6414 3.7165 0.2011
*
```

For the HOMO energy, the calculation gives -8.985 eV. Its SMILES is CCc1ccccc1.CC.


#z
ORCA calculation (ωB97M-V/def2-TZVPD) on a 2-piece molecular cluster, C10H16 overall.

```
! wB97M-V def2-TZVPD RIJCOSX def2/J DEFGRID3
* xyz 0 1
C 0.3132 2.9688 2.0787
C 1.1218 1.7442 1.6005
C 0.3020 0.4801 1.5095
C 0.4526 -0.5436 2.4398
C -0.1874 -1.7619 2.2834
C -1.0207 -1.9344 1.1924
C -1.2648 -0.9051 0.3008
C -0.5323 0.2670 0.4239
H 0.3482 3.0364 3.1609
H -0.7036 2.8701 1.6955
H 0.6542 3.8789 1.5836
H 1.6340 1.9518 0.6595
H 1.9531 1.5391 2.2799
H 0.9516 -0.2807 3.3658
H -0.0865 -2.5284 3.0383
H -1.5963 -2.8474 1.1555
H -2.0343 -1.0900 -0.4294
H -0.6743 1.0022 -0.3634
C 0.6121 -0.5384 -3.7470
C -0.5401 -1.5002 -3.3105
H 0.2028 0.2539 -4.3717
H 0.9388 -0.0354 -2.8348
H 1.4497 -0.9932 -4.2674
H -1.3732 -0.8147 -3.1958
H -0.3181 -1.8318 -2.3200
H -0.6023 -2.3871 -3.9279
*
```

For the HOMO energy, the calculation gives -9.073 eV. Its SMILES is CCc1ccccc1.CC.


Which structure loses on stability? #y does.


#w
ORCA calculation (ωB97M-V/def2-TZVPD) on a 2-piece molecular cluster, C10H16 overall.

```
! wB97M-V def2-TZVPD RIJCOSX def2/J DEFGRID3
* xyz 0 1
C 1.8867 -0.7850 -1.7847
C 0.6013 -1.1204 -1.0433
C 0.6617 -1.5918 0.2818
C -0.5303 -1.8466 0.8869
C -1.7787 -1.6556 0.2201
C -1.8238 -1.1754 -1.0775
C -0.5826 -0.9934 -1.7162
H 1.9140 -0.1136 -2.6361
H 2.3847 -1.6692 -2.2138
H 2.5594 -0.3526 -1.0358
H 1.6092 -1.8720 0.7238
H -0.7199 -2.1702 1.9052
H -2.6944 -1.6584 0.7990
H -2.7855 -0.8380 -1.4300
H -0.5590 -0.6367 -2.7394
C 1.3425 2.2409 1.9569
C 0.0756 1.9282 1.1884
C -0.5433 3.1599 0.5536
H 1.8483 1.3900 2.4260
H 1.1935 2.8299 2.8788
H 2.0349 2.8221 1.3672
H 0.3242 1.2693 0.3470
H -0.7160 1.4560 1.7735
H -0.5900 4.0228 1.2551
H 0.0270 3.6244 -0.2504
H -1.6117 2.9878 0.4164
*
```

For the HOMO energy, the calculation gives -9.010 eV. Its SMILES is Cc1ccccc1.CCC.


#x
ORCA calculation (ωB97M-V/def2-TZVPD) on a 2-piece molecular cluster, C10H16 overall.

```
! wB97M-V def2-TZVPD RIJCOSX def2/J DEFGRID3
* xyz 0 1
C -0.3738 2.8973 -1.4790
C 0.3643 1.6044 -1.5536
C 0.6188 0.8442 -0.4131
C 1.2381 -0.3916 -0.5027
C 1.5754 -0.9066 -1.7416
C 1.2653 -0.1950 -2.8835
C 0.6956 1.0693 -2.7867
H 0.0020 3.6359 -0.7658
H -1.4116 2.7477 -1.1664
H -0.3951 3.3886 -2.4524
H 0.4153 1.3088 0.5407
H 1.5306 -0.9019 0.4050
H 2.0423 -1.8850 -1.7785
H 1.4560 -0.6260 -3.8610
H 0.5621 1.6394 -3.7010
C 0.0833 -0.7174 2.8742
C -0.7655 -1.8734 2.3549
C -1.8597 -1.4340 1.3743
H -0.4394 0.2331 2.7400
H 1.0932 -0.7261 2.4857
H 0.1354 -0.7393 3.9730
H -0.1795 -2.6480 1.8606
H -1.2723 -2.3969 3.1620
H -2.5779 -0.7487 1.8223
H -1.4142 -0.8867 0.5408
H -2.3886 -2.2922 0.9518
*
```

For the HOMO energy, the calculation gives -9.060 eV. Its SMILES is Cc1ccccc1.CCC.


Which structure loses on stability? #w does.